No. 1
Below is a molecular structure, C40H80K3O34P in a non-equilibrium geometry, with properties calculated with ωB97M-V/def2-TZVPD.

Cartesian coordinates (Å):
K -1.3059 -2.8827 -0.5627
K -0.4047 0.7872 3.1362
K 1.2012 1.5878 -2.1458
P -0.4590 -0.0584 0.0971
O -0.1345 1.4251 0.2780
O 0.0867 -0.9155 1.3151
O 0.2551 -0.6283 -1.1838
O -2.0041 -0.3013 -0.1491
C 8.5979 -0.0322 2.7026
C 7.1321 0.2985 3.0606
O 6.2793 0.4298 1.9397
C 4.9101 0.2106 2.0797
O 4.2914 -0.0876 3.1142
O 4.3775 0.2851 0.8091
C 3.0028 0.0741 0.7116
H 8.7493 -0.8398 1.9863
H 9.1509 -0.0917 3.6400
H 9.0027 0.8634 2.2314
H 7.0226 1.2344 3.6085
H 6.7715 -0.4639 3.7512
H 2.4245 0.5070 1.5278
H 2.8200 -0.9972 0.7941
H 2.5238 0.4464 -0.1941
C 4.1673 -8.0562 2.4455
C 3.3996 -7.5302 3.6155
O 2.4886 -6.5597 3.1549
C 2.8143 -5.2534 3.0277
O 3.8805 -4.7340 3.3775
O 1.7791 -4.6658 2.4105
C 1.7646 -3.2677 2.2074
H 4.5228 -7.3093 1.7357
H 3.5779 -8.7021 1.7947
H 4.9408 -8.6713 2.9053
H 4.1243 -7.1265 4.3226
H 2.7838 -8.3255 4.0355
H 1.8221 -2.6881 3.1287
H 0.9163 -2.9934 1.5802
H 2.6856 -3.0710 1.6585
C -0.1123 -1.3916 -4.6988
C -0.9090 -0.1573 -4.2056
O -1.1549 0.6428 -5.4534
C -0.3690 1.6744 -5.8603
O 0.6980 2.0203 -5.3157
O -1.0336 2.2609 -6.9354
C -0.5333 3.5079 -7.4441
H -0.5926 -1.8447 -5.5660
H -0.1802 -1.9652 -3.7744
H 0.8829 -1.0351 -4.9646
H -0.3740 0.4225 -3.4534
H -1.9105 -0.4624 -3.9025
H -0.5787 3.4838 -8.5329
H 0.4562 3.7187 -7.0385
H -1.1738 4.2855 -7.0279
C 5.0445 0.1869 -6.6951
C 5.5534 0.3157 -5.2410
O 5.2044 -0.8074 -4.4558
C 4.1515 -0.7799 -3.6332
O 3.4648 0.2817 -3.4777
O 3.9121 -2.0039 -3.0466
C 2.8214 -2.2478 -2.2460
H 5.3606 1.0165 -7.3275
H 3.9549 0.1773 -6.7219
H 5.5921 -0.6727 -7.0814
H 5.2383 1.2795 -4.8410
H 6.6281 0.4764 -5.3266
H 2.1182 -1.4158 -2.2832
H 3.0221 -2.3663 -1.1812
H 2.2859 -3.1541 -2.5286
C -0.1933 6.3988 6.1692
C -1.5729 5.9649 5.7272
O -1.7554 5.8358 4.3287
C -1.3537 4.6716 3.7298
O -0.8654 3.6938 4.2501
O -1.7189 4.7696 2.4593
C -1.7124 3.7123 1.4971
H 0.0013 7.3004 5.5884
H 0.6347 5.7117 5.9944
H -0.2800 6.6014 7.2367
H -2.3388 6.6832 6.0195
H -1.9142 5.0766 6.2587
H -2.1209 4.0979 0.5630
H -2.1041 2.7782 1.8998
H -0.6604 3.5012 1.3051
C 2.3084 3.5313 2.5519
C 2.0811 4.1929 1.1516
O 3.2627 4.6313 0.4656
C 3.2122 4.7310 -0.8545
O 2.3956 4.1464 -1.5601
O 4.1501 5.5874 -1.2377
C 4.2080 6.0829 -2.5110
H 3.2829 3.0689 2.7092
H 1.5508 2.7935 2.8162
H 2.1901 4.3699 3.2380
H 1.3845 5.0250 1.2539
H 1.5676 3.4437 0.5491
H 3.8431 5.3120 -3.1898
H 5.1804 6.2844 -2.9604
H 3.5489 6.9232 -2.7289
C -3.2573 2.1661 6.7394
C -4.3628 1.1968 6.4319
O -4.7665 1.1918 5.0308
C -4.0491 0.6272 4.0826
O -3.0618 -0.0541 4.2070
O -4.7528 0.8467 2.9148
C -4.0726 0.4218 1.7130
H -3.0103 2.1642 7.8011
H -3.5882 3.1592 6.4356
H -2.4123 2.0399 6.0625
H -5.2486 1.4229 7.0254
H -4.0714 0.1971 6.7540
H -3.0186 0.6983 1.7381
H -4.4187 0.7862 0.7458
H -4.1424 -0.6585 1.5851
C -0.5916 -8.7611 3.1187
C -1.5447 -7.7421 2.4362
O -1.7816 -6.5268 3.1388
C -1.7145 -5.3055 2.5192
O -1.5614 -5.0863 1.2967
O -1.9661 -4.4498 3.4600
C -1.7653 -3.0977 3.1620
H -0.5881 -9.6828 2.5367
H -0.9459 -9.0544 4.1069
H 0.4393 -8.4121 3.1792
H -2.4818 -8.2961 2.3806
H -1.0673 -7.5700 1.4716
H -0.7445 -2.8506 3.4535
H -2.2790 -2.4712 3.8912
H -2.1153 -2.6891 2.2140
C -4.4782 -5.6923 -5.1015
C -5.4927 -5.3314 -3.9732
O -5.5751 -3.8851 -3.6812
C -4.9601 -3.3943 -2.7267
O -4.3022 -4.0048 -1.9174
O -5.2541 -2.0821 -2.5926
C -4.9278 -1.3837 -1.4287
H -3.4940 -5.6259 -4.6379
H -4.6264 -4.9633 -5.8982
H -4.7503 -6.6447 -5.5565
H -5.3709 -6.0574 -3.1693
H -6.4922 -5.5754 -4.3332
H -3.8715 -1.3584 -1.1611
H -5.3665 -1.8701 -0.5574
H -5.2119 -0.3341 -1.5047
C -5.6914 6.5113 -4.2561
C -4.2105 6.0926 -4.2142
O -4.2409 5.1305 -3.2080
C -3.4811 4.0091 -3.3027
O -2.7373 3.7134 -4.2258
O -3.5680 3.4745 -2.0896
C -2.8076 2.3237 -1.7306
H -6.3232 5.6409 -4.4330
H -5.9222 7.2422 -5.0311
H -6.0519 6.9421 -3.3219
H -3.6369 6.9743 -3.9285
H -3.8547 5.7924 -5.1998
H -1.7448 2.3236 -1.9723
H -3.2949 1.4742 -2.2091
H -2.9583 2.0843 -0.6780

Results
strongest force on any atom	5.6	eV Å⁻¹
lowest unoccupied orbital energy	0.258	eV
net charge	0
energy above the lowest of the compared OMol25 structures with the same formula, charge and spin	0.000	eV
E_HOMO	-6.84	eV
multiplicity	1
orbital gap	7.098	eV

---

No. 2
Below is 11 unconnected molecules or ions with the total composition C40H80O35S2 in a non-equilibrium geometry, with properties calculated with ωB97M-V/def2-TZVPD.

Cartesian coordinates (Å):
C 6.0128 -40.0083 -4.0468
C 5.5160 -40.2774 -5.4537
O 5.2107 -41.6583 -5.6362
C 4.3301 -42.1531 -6.5256
O 3.5312 -41.4620 -7.2195
O 4.4757 -43.4555 -6.5025
C 3.7680 -44.2564 -7.3931
H 5.2308 -40.2862 -3.3402
H 6.3775 -38.9990 -3.8561
H 6.8550 -40.6990 -4.0042
H 6.2732 -39.9827 -6.1803
H 4.7253 -39.5644 -5.6868
H 4.0149 -44.0904 -8.4417
H 2.6872 -44.2364 -7.2529
H 4.1768 -45.2574 -7.2560
C -0.8255 -36.0933 -16.3647
C -1.0675 -37.1847 -17.4685
O -2.3468 -37.7787 -17.2835
C -2.5014 -38.8403 -16.4791
O -1.6367 -39.4715 -15.8974
O -3.7675 -39.1482 -16.4598
C -4.2059 -40.2086 -15.6893
H -1.6668 -35.4017 -16.3195
H 0.0375 -35.4664 -16.5893
H -0.7879 -36.5628 -15.3818
H -0.1869 -37.8165 -17.5847
H -1.0584 -36.7016 -18.4455
H -3.9243 -40.0720 -14.6452
H -3.7079 -41.1163 -16.0301
H -5.2639 -40.3611 -15.9027
C 1.8277 -39.9288 -3.1264
C 1.3425 -40.6304 -4.3776
O 0.9772 -39.6265 -5.3553
C 0.3413 -39.9239 -6.4805
O -0.0622 -41.0222 -6.7729
O 0.2220 -38.7860 -7.2542
C -0.4734 -38.7542 -8.4398
H 2.1089 -40.5773 -2.2967
H 1.0297 -39.2625 -2.7988
H 2.6309 -39.2728 -3.4622
H 0.4901 -41.2655 -4.1363
H 2.1432 -41.2224 -4.8210
H -1.5616 -38.6920 -8.4336
H -0.2782 -39.6039 -9.0940
H -0.2252 -37.8525 -8.9996
C 3.4788 -34.1001 -16.3827
C 3.3410 -35.6712 -16.3406
O 2.4401 -36.3306 -17.2400
C 2.8246 -36.6646 -18.5133
O 3.9832 -36.6080 -18.9112
O 1.7745 -37.1067 -19.1848
C 1.8718 -37.5507 -20.5220
H 4.1855 -33.8995 -15.5774
H 2.5159 -33.5985 -16.2853
H 3.9081 -33.7211 -17.3101
H 2.9975 -35.9732 -15.3512
H 4.3630 -36.0075 -16.5156
H 1.8619 -36.7865 -21.2991
H 1.0175 -38.1246 -20.8811
H 2.6899 -38.2657 -20.6087
C 3.4552 -40.0324 -10.3906
C 2.3227 -40.2311 -11.4047
O 2.4600 -39.4451 -12.5662
C 2.6768 -39.9822 -13.7646
O 3.1647 -41.1658 -13.8931
O 2.1665 -39.2608 -14.7184
C 2.0044 -39.7519 -16.0450
H 3.2858 -40.4783 -9.4105
H 3.6803 -38.9724 -10.2724
H 4.3306 -40.6108 -10.6859
H 1.3831 -39.9553 -10.9261
H 2.3300 -41.3171 -11.4981
H 1.0300 -40.2133 -16.2054
H 2.8490 -40.3701 -16.3493
H 2.0132 -38.9649 -16.7992
C 6.4122 -43.6150 -16.3447
C 6.0773 -42.1733 -16.0330
O 6.1241 -41.4601 -17.2520
C 6.0002 -40.1279 -17.3793
O 5.7173 -39.3279 -16.4589
O 6.1875 -39.7835 -18.6492
C 6.5176 -38.4111 -18.8802
H 6.2435 -44.1674 -15.4203
H 7.4318 -43.7601 -16.7019
H 5.6191 -44.0040 -16.9832
H 6.8684 -41.9421 -15.3197
H 5.1137 -42.1378 -15.5246
H 5.7674 -37.6922 -18.5509
H 6.7615 -38.3721 -19.9418
H 7.4774 -38.2317 -18.3957
C 6.1110 -44.7820 -10.1493
C 7.4347 -43.9988 -10.4889
O 7.1813 -43.2397 -11.6515
C 6.7961 -41.9272 -11.6264
O 6.7753 -41.2351 -10.5841
O 6.6179 -41.6033 -12.8240
C 6.1469 -40.2934 -13.2075
H 5.2184 -44.1585 -10.2008
H 6.1932 -45.3987 -9.2544
H 5.8696 -45.5056 -10.9279
H 8.2318 -44.6611 -10.8269
H 7.7456 -43.4092 -9.6265
H 5.4953 -39.8093 -12.4801
H 5.5741 -40.3595 -14.1325
H 6.9656 -39.6168 -13.4525
C 7.0101 -36.4563 -14.8834
C 7.1560 -36.2037 -13.3845
O 6.0843 -35.3478 -12.8968
C 4.9178 -35.9684 -12.4770
O 4.7484 -37.1883 -12.5242
O 4.0591 -35.0513 -11.9463
C 2.7704 -35.4473 -11.4383
H 7.9449 -36.6803 -15.3973
H 6.7095 -35.5985 -15.4850
H 6.2980 -37.2785 -14.9540
H 8.1129 -35.6832 -13.3455
H 7.1852 -37.1495 -12.8434
H 2.2837 -35.9077 -12.2981
H 2.0518 -34.6877 -11.1306
H 3.0222 -36.2231 -10.7153
C -0.7664 -37.4809 -11.6661
C -1.1397 -38.7367 -12.2630
O -2.5880 -38.7988 -12.4101
C -3.3404 -39.2940 -11.3733
O -2.8293 -39.6603 -10.2786
O -4.7091 -39.2924 -11.6760
C -5.5947 -39.6524 -10.6238
H -0.6411 -36.7054 -12.4217
H 0.2066 -37.5822 -11.1852
H -1.5164 -37.1556 -10.9452
H -0.7291 -39.6075 -11.7520
H -0.7644 -38.7782 -13.2855
H -5.7667 -38.8154 -9.9470
H -5.2014 -40.4329 -9.9725
H -6.5649 -39.8387 -11.0843
C -0.7602 -42.6976 -15.0804
C 0.2114 -43.8278 -15.2831
O -0.4923 -45.0416 -15.6241
S -1.8471 -44.6974 -16.4321
O -2.8412 -45.7276 -16.1217
O -1.5612 -44.4133 -17.8281
O -2.0002 -43.2940 -15.4705
H -0.7016 -41.8353 -15.7446
H -0.7440 -42.3321 -14.0537
H 0.8025 -44.0461 -14.3937
H 0.7938 -43.6071 -16.1776
C 0.4433 -41.0817 -20.0068
C 0.2369 -42.5272 -19.6587
O 1.4132 -43.1446 -20.1425
S 2.7332 -42.2444 -19.7040
O 3.8103 -42.3302 -20.7164
O 3.0235 -42.3765 -18.3027
O 1.8871 -40.8921 -19.9213
H -0.1218 -40.3378 -19.4453
H 0.0621 -40.9103 -21.0135
H -0.6735 -42.9903 -20.0392
H 0.2006 -42.6304 -18.5742

Results
strongest force on any atom	6.6	eV Å⁻¹
lowest unoccupied orbital energy (alpha / beta)	-3.429 / -9.189	eV
net charge	+1
E_HOMO (alpha / beta)	-12.18 / -12.18	eV
multiplicity	2
orbital gap (alpha / beta)	8.751 / 2.991	eV

---

No. 3
Below is a molecular structure, C40H80O37 in a non-equilibrium geometry, with properties calculated with ωB97M-V/def2-TZVPD.

Cartesian coordinates (Å):
C -0.6452 -0.2722 -4.7889
C -0.1808 -1.5125 -3.9843
C -1.0905 -1.5570 -2.7792
O -2.2302 -0.7795 -3.1004
C -1.7444 0.3101 -3.8924
H -1.1054 -0.6186 -5.7134
H 0.1374 0.4331 -5.0598
H 0.8587 -1.4668 -3.6518
H -0.2311 -2.3968 -4.6202
H -0.6039 -1.1923 -1.8615
H -1.3794 -2.5709 -2.4818
H -1.4761 1.1324 -3.2241
H -2.5945 0.5738 -4.5254
C 2.8261 4.4586 3.0644
O 3.7907 5.0906 2.2354
C 4.1544 4.4396 1.1326
O 3.7588 3.3639 0.7985
O 5.0590 5.0988 0.4352
C 5.5640 6.3661 0.8636
H 2.3022 5.2180 3.6503
H 3.3008 3.9302 3.8956
H 2.1364 3.8407 2.4987
H 6.5418 6.5072 0.4074
H 5.7217 6.2932 1.9378
H 4.9531 7.2114 0.5567
C -2.7683 1.0074 1.5438
O -3.3586 -0.2769 1.7335
C -3.5242 -0.7139 2.9669
O -3.4249 -0.0757 3.9824
O -3.8138 -2.0158 2.8973
C -4.1220 -2.6871 4.1004
H -2.2232 1.0094 0.6030
H -2.0422 1.2722 2.3090
H -3.5168 1.7970 1.5257
H -5.1769 -2.9758 4.1169
H -3.8834 -2.1631 5.0199
H -3.6486 -3.6700 4.0950
C -3.2943 -7.4693 -1.9485
O -4.2137 -6.4167 -2.2059
C -3.7255 -5.2061 -2.3687
O -2.5736 -4.8668 -2.2658
O -4.7495 -4.3755 -2.5921
C -4.4152 -3.0119 -2.7442
H -2.5248 -7.1478 -1.2435
H -2.7910 -7.8224 -2.8446
H -3.8438 -8.2412 -1.4259
H -5.3355 -2.4424 -2.6153
H -4.0231 -2.6757 -3.7044
H -3.7279 -2.6303 -1.9896
C 4.6776 1.2279 2.9729
O 6.0589 1.0192 2.7885
C 6.9053 1.8248 3.3942
O 6.6130 2.6865 4.1807
O 8.1277 1.4808 3.0225
C 9.2130 2.2231 3.5233
H 4.3119 0.6149 3.7984
H 4.0845 0.9917 2.0957
H 4.4516 2.2560 3.2488
H 9.4719 1.8880 4.5299
H 9.0339 3.2953 3.4597
H 10.1344 2.0431 2.9677
C -4.2528 0.3712 -2.3344
O -5.4528 1.0990 -2.0661
C -5.3490 2.2335 -1.4161
O -4.3844 2.6765 -0.8397
O -6.5054 2.8837 -1.5057
C -6.4999 4.2794 -1.2752
H -3.6961 0.2235 -1.4091
H -3.5864 0.8870 -3.0292
H -4.5363 -0.5543 -2.8252
H -6.0538 4.5037 -0.3054
H -7.4926 4.7144 -1.3303
H -5.8900 4.7441 -2.0547
C -4.5049 -9.4485 1.4245
O -3.2509 -8.9670 1.8980
C -2.8497 -7.7231 1.7073
O -1.7398 -7.3300 1.9219
O -3.8255 -6.9529 1.1839
C -3.5604 -5.5830 0.9236
H -5.3359 -8.9291 1.8982
H -4.5456 -10.5114 1.6410
H -4.5522 -9.3079 0.3467
H -4.4452 -5.1012 0.5089
H -2.7773 -5.5311 0.1687
H -3.3370 -5.0672 1.8553
C 4.5631 1.6028 -1.6239
O 4.4894 2.0121 -2.9902
C 3.5296 1.5802 -3.8033
O 3.3184 2.1232 -4.8446
O 2.8674 0.5620 -3.2544
C 1.7910 0.0102 -3.9857
H 3.6739 1.8503 -1.0566
H 5.4439 2.1127 -1.2412
H 4.7978 0.5362 -1.5870
H 1.1383 -0.5889 -3.3555
H 2.1701 -0.6600 -4.7603
H 1.1773 0.7639 -4.4793
C -1.9109 -2.6437 -0.1534
O -0.8360 -2.0011 0.5261
C -0.4401 -0.8708 -0.0347
O -0.8969 -0.3759 -1.0323
O 0.5055 -0.3582 0.7163
C 1.2636 0.7267 0.1738
H -1.7418 -2.5286 -1.2211
H -2.8518 -2.2002 0.1780
H -1.9959 -3.6914 0.1092
H 1.4845 0.5040 -0.8710
H 2.1642 0.8066 0.7752
H 0.7418 1.6815 0.2276
C 3.5171 -2.4605 0.8309
O 3.7661 -2.3486 -0.5736
C 2.9039 -2.8231 -1.4649
O 3.0478 -2.6625 -2.6478
O 1.9010 -3.4787 -0.8961
C 0.7939 -3.8461 -1.6985
H 3.6360 -3.4738 1.2108
H 2.4845 -2.1785 1.0411
H 4.1671 -1.7506 1.3287
H 0.1058 -4.4946 -1.1685
H 1.0705 -4.2854 -2.6570
H 0.2788 -2.9165 -1.9612
C -1.5808 2.6357 -1.9717
O -0.9663 2.3878 -3.2277
C -0.4712 3.4075 -3.8988
O -0.7547 4.5715 -3.7468
O 0.3279 2.9379 -4.8480
C 0.7921 3.8401 -5.8347
H -2.1484 1.7846 -1.6288
H -2.2614 3.4829 -2.0413
H -0.8715 2.8717 -1.1811
H -0.0514 4.2464 -6.3966
H 1.4395 3.3567 -6.5594
H 1.3471 4.6467 -5.3572
C -0.9836 6.2227 3.0928
O -0.4919 5.6185 1.9078
C -0.5147 4.3000 1.7692
O -0.9714 3.4955 2.5369
O 0.0319 3.9162 0.6198
C 0.7028 4.7939 -0.2989
H -0.6122 7.2415 3.0873
H -0.6457 5.6963 3.9882
H -2.0722 6.1732 3.1396
H -0.0292 5.5820 -0.4740
H 0.9568 4.3253 -1.2434
H 1.5965 5.2400 0.1360
C 3.4483 -1.5249 6.2809
O 2.3405 -0.6471 6.1927
C 1.7786 -0.4633 5.0051
O 2.2331 -0.7191 3.9186
O 0.6455 0.2140 5.2169
C -0.1674 0.4679 4.0927
H 3.1608 -2.5620 6.1051
H 3.8918 -1.4035 7.2636
H 4.2253 -1.3136 5.5424
H -1.1342 0.9089 4.3231
H -0.3812 -0.4236 3.4993
H 0.3100 1.1940 3.4272

Results
strongest force on any atom	7.8	eV Å⁻¹
lowest unoccupied orbital energy	0.416	eV
net charge	0
E_HOMO	-7.82	eV
multiplicity	1
orbital gap	8.238	eV

---

Which formula does entry 1 have?
C40H80K3O34P

---

Look up the strongest force on any atom of the third one.
7.8 eV Å⁻¹

---

Number 3 is which compound?
C40H80O37